{"formula": "C3H8NS", "method": "ωB97M-V/def2-TZVPD", "species": ["S", "N", "C", "C", "C", "H", "H", "H", "H", "H", "H", "H", "H"], "xyz": [[-0.214, 1.496, -1.818], [1.225, -2.052, 1.373], [-1.853, 2.303, -1.472], [1.910, -0.819, 1.136], [0.130, -2.119, 0.730], [-2.220, 2.015, -0.415], [-2.641, 2.034, -2.162], [1.416, 0.059, 1.478], [2.108, -0.620, 0.086], [2.896, -1.020, 1.552], [-0.555, -1.419, 0.250], [-1.750, 3.296, -1.452], [-0.452, -3.154, 0.713]], "lumo_energy_ev": 4.06, "orbital_gap_ev": 6.32, "e_tot_ha": -572.0002, "homo_ha": -0.083, "charge": -1}


{"formula": "C3H6N2O", "method": "ωB97M-V/def2-TZVPD", "species": ["O", "N", "N", "C", "C", "C", "H", "H", "H", "H", "H", "H"], "xyz": [[-0.937, 1.584, 1.364], [-1.507, -0.753, -1.260], [0.491, 0.100, -0.695], [-1.570, 0.777, 0.718], [1.451, -0.518, 0.235], [-0.991, -0.010, -0.397], [-2.645, 0.580, 0.883], [2.334, -0.835, -0.326], [0.980, -1.399, 0.677], [-0.060, -0.610, -1.562], [0.784, 1.041, -0.967], [1.743, 0.174, 1.028]], "lumo_energy_ev": 0.22, "orbital_gap_ev": 8.92, "e_tot_ha": -302.5447, "homo_ha": -0.319}


{"formula": "C30H31InN5O3S2", "method": "ωB97M-V/def2-TZVPD", "species": ["In", "S", "S", "O", "O", "O", "N", "N", "N", "N", "N", "C", "C", "C", "C", "C", "C", "C", "C", "C", "C", "C", "C", "C", "C", "C", "C", "C", "C", "C", "C", "C", "C", "C", "C", "C", "C", "C", "C", "C", "C", "H", "H", "H", "H", "H", "H", "H", "H", "H", "H", "H", "H", "H", "H", "H", "H", "H", "H", "H", "H", "H", "H", "H", "H", "H", "H", "H", "H", "H", "H", "H"], "xyz": [[0.019, 0.256, -0.644], [3.000, -0.319, 0.844], [-0.282, -4.756, -0.689], [0.422, 1.244, 1.182], [1.935, -1.073, 0.074], [-1.702, 0.967, -1.652], [-1.753, -0.351, 0.692], [1.636, 1.736, -1.369], [0.501, -0.301, -2.744], [-0.367, -2.223, -0.656], [-3.266, -1.718, 1.541], [4.518, -2.680, 0.599], [-1.359, -2.652, 0.184], [-4.539, -0.331, -3.448], [-3.667, -0.440, 1.888], [0.901, 2.822, 2.832], [2.665, 4.150, 1.167], [-1.467, -4.006, 0.289], [-3.911, 2.278, 2.152], [-2.824, 1.800, 1.454], [2.512, 4.576, 2.460], [-3.780, 0.350, -2.531], [-3.940, -1.155, -4.415], [0.282, -3.214, -1.174], [4.536, -1.181, 0.361], [-4.755, 0.043, 2.606], [-2.578, -1.279, -4.421], [1.609, 3.906, 3.294], [1.843, -1.971, 2.785], [1.870, 0.028, -3.070], [-2.123, -1.600, 0.822], [2.866, -0.869, 2.588], [-0.347, -0.659, -3.638], [1.067, 2.335, 1.516], [-1.767, -0.618, -3.474], [-2.702, 0.417, 1.335], [-4.857, 1.414, 2.726], [1.952, 3.044, 0.659], [2.185, 2.690, -0.709], [-2.368, 0.242, -2.504], [1.991, 1.528, -2.764], [2.582, 0.038, 3.123], [0.026, -0.964, -4.623], [-5.616, -0.220, -3.440], [2.909, 3.323, -1.235], [-4.052, 3.345, 2.263], [2.543, -0.527, -2.411], [-5.483, -0.623, 3.048], [-5.690, 1.832, 3.274], [4.591, -2.919, 1.659], [3.599, -3.110, 0.199], [-2.092, -1.895, -5.170], [0.855, -1.634, 2.470], [-4.238, 1.001, -1.797], [2.103, -2.865, 2.219], [1.265, 2.049, -3.395], [2.116, -0.178, -4.116], [3.074, 5.424, 2.829], [3.345, 4.671, 0.502], [5.362, -3.147, 0.093], [-4.545, -1.671, -5.147], [0.189, 2.307, 3.465], [1.798, -2.234, 3.841], [-3.743, -2.570, 1.773], [1.459, 4.256, 4.307], [3.863, -1.165, 2.912], [-2.157, -4.588, 0.877], [1.107, -3.101, -1.862], [-2.094, 2.452, 0.996], [2.990, 1.909, -2.997], [5.345, -0.676, 0.894], [4.632, -0.952, -0.702]], "lumo_energy_ev": -2.47, "orbital_gap_ev": 7.67, "e_tot_ha": -2647.7084, "homo_ha": -0.373, "charge": 1}


{"formula": "C25H72N4O11", "method": "ωB97M-V/def2-TZVPD", "species": ["O", "O", "O", "O", "O", "O", "O", "O", "O", "O", "O", "N", "N", "N", "N", "C", "C", "C", "C", "C", "C", "C", "C", "C", "C", "C", "C", "C", "C", "C", "C", "C", "C", "C", "C", "C", "C", "C", "C", "C", "H", "H", "H", "H", "H", "H", "H", "H", "H", "H", "H", "H", "H", "H", "H", "H", "H", "H", "H", "H", "H", "H", "H", "H", "H", "H", "H", "H", "H", "H", "H", "H", "H", "H", "H", "H", "H", "H", "H", "H", "H", "H", "H", "H", "H", "H", "H", "H", "H", "H", "H", "H", "H", "H", "H", "H", "H", "H", "H", "H", "H", "H", "H", "H", "H", "H", "H", "H", "H", "H", "H", "H"], "xyz": [[2.479, -2.168, 1.058], [0.097, -0.989, -4.804], [0.683, 0.008, 0.422], [4.214, 3.183, 0.722], [3.225, -0.642, 5.179], [-5.129, -4.243, 4.345], [-1.636, -3.358, -0.740], [3.828, -0.225, -2.925], [2.005, 4.881, -3.049], [-1.725, -0.948, 5.591], [-3.210, 2.255, -3.798], [-1.750, 0.782, 2.267], [-0.135, 0.713, -2.359], [1.946, 1.386, -4.106], [-3.617, -3.579, 1.641], [3.327, -0.829, 3.801], [-2.320, -2.855, 1.550], [-4.564, -3.004, 3.906], [1.588, 1.107, 0.212], [-1.678, 2.354, -1.348], [-1.415, -2.070, -1.336], [-1.483, 1.250, -2.425], [0.106, 0.613, 3.767], [2.090, 2.848, -4.196], [1.395, -0.671, -5.398], [-3.565, 3.164, -4.822], [-2.242, -0.148, 4.542], [-2.680, -1.262, 6.673], [-4.948, -4.420, 5.730], [1.523, 0.878, -5.398], [2.202, 3.521, -2.838], [-1.222, -0.005, 3.365], [-0.063, -2.386, -4.611], [-1.869, 1.775, -3.845], [4.815, 0.436, -2.113], [-1.278, -3.530, 0.616], [-4.563, -2.795, 2.425], [4.775, 2.137, 1.559], [1.816, 5.664, -1.862], [3.300, -2.138, -0.083], [4.375, 1.186, -1.456], [-2.710, 0.522, 2.090], [-3.554, -2.855, 4.290], [4.306, -2.556, -0.068], [2.171, 0.968, -0.699], [3.285, 0.438, -3.358], [-3.368, 4.158, -4.421], [-2.198, -1.999, 7.316], [-1.198, 0.639, 1.433], [0.963, 5.404, -1.235], [-2.004, -2.012, -2.251], [3.123, 3.239, -2.327], [5.863, 2.172, 1.500], [-1.883, 0.868, -4.449], [5.217, -0.363, -1.490], [-2.661, 2.823, -1.386], [3.721, 0.024, 3.248], [-4.611, 3.124, -5.128], [2.677, 5.668, -1.194], [-1.719, -1.324, -0.601], [-2.608, 0.801, 4.933], [2.345, -1.070, 3.395], [2.875, -2.680, -0.929], [-1.628, 1.981, -0.325], [-0.356, -2.953, 0.689], [1.252, 3.284, -4.740], [1.616, 6.699, -2.140], [-5.426, -5.376, 5.945], [1.193, 1.198, -3.460], [-5.073, -2.203, 4.442], [0.725, -2.824, -3.999], [2.334, 1.110, -6.087], [0.221, 0.574, -1.424], [-2.257, 0.543, -2.126], [-0.078, 1.643, 4.073], [-1.051, -2.539, -4.177], [-5.566, -3.054, 2.085], [-3.124, -0.540, 4.035], [-0.917, 3.128, -1.449], [-0.070, -2.888, -5.578], [-2.338, -1.784, 1.344], [-3.893, -4.552, 5.968], [4.334, 2.323, 2.539], [-5.390, -3.557, 6.227], [-1.145, -4.599, 0.780], [4.369, 4.077, 1.034], [1.107, 2.040, -0.085], [-2.851, -0.389, 7.303], [4.519, 1.165, 1.137], [2.256, -1.056, -4.851], [-3.976, -3.575, 0.697], [1.438, -1.061, -6.415], [-1.053, 2.429, -4.152], [-1.890, -2.961, 2.546], [4.035, -0.250, 5.514], [2.953, 3.200, -4.761], [2.121, 1.197, 1.158], [-3.006, 3.004, -5.744], [-3.591, -1.785, 6.382], [1.362, 3.128, -2.266], [0.800, 0.532, 2.930], [3.271, -1.086, -0.365], [-0.021, -0.128, -2.906], [3.856, -1.756, 3.577], [0.501, 0.176, 4.684], [-4.598, -1.718, 2.265], [2.309, -3.073, 1.328], [0.596, 1.264, -5.823], [5.707, 0.845, -2.589], [-1.057, -1.039, 3.061], [-0.376, -1.917, -1.627], [1.128, -0.743, 0.820]], "lumo_energy_ev": [2.32, 2.28], "orbital_gap_ev": [1.64, 9.06], "e_tot_ha": -2042.0732, "s_squared": 0.75, "multiplicity": 2, "homo_ha": [0.025, -0.249], "charge": -1}


{"formula": "C24H34N4", "method": "ωB97M-V/def2-TZVPD", "species": ["N", "N", "N", "N", "C", "C", "C", "C", "C", "C", "C", "C", "C", "C", "C", "C", "C", "C", "C", "C", "C", "C", "C", "C", "C", "C", "C", "C", "H", "H", "H", "H", "H", "H", "H", "H", "H", "H", "H", "H", "H", "H", "H", "H", "H", "H", "H", "H", "H", "H", "H", "H", "H", "H", "H", "H", "H", "H", "H", "H", "H", "H"], "xyz": [[-1.879, -1.422, 0.453], [1.504, 0.561, -0.179], [-3.199, 0.436, 0.395], [0.468, -1.495, 0.373], [5.466, -0.797, -0.028], [-7.502, -1.156, -1.548], [3.441, -0.392, -1.289], [-1.034, 3.086, -0.987], [2.062, 2.872, -0.928], [2.841, 0.097, -0.130], [-0.718, -2.059, 0.489], [6.878, -1.297, 0.028], [4.838, -0.322, 1.114], [-0.758, 0.598, -0.066], [4.754, -0.830, -1.220], [3.526, 0.126, 1.083], [0.412, -0.197, 0.080], [2.664, -0.447, -2.568], [-6.510, -1.273, -0.397], [2.837, 0.624, 2.316], [1.081, 1.816, -0.552], [-0.288, 1.881, -0.508], [-1.951, -0.102, 0.259], [-2.724, 2.071, 2.190], [-5.326, -0.325, -0.571], [-3.406, 1.794, 0.850], [-0.766, -3.537, 0.717], [-4.327, -0.458, 0.581], [5.232, -1.210, -2.112], [-1.646, 1.976, 2.093], [5.379, -0.303, 2.049], [2.373, 0.553, -2.887], [3.076, 2.514, -0.763], [2.466, 1.638, 2.168], [-3.065, 1.362, 2.942], [7.428, -0.820, 0.835], [-6.141, -2.298, -0.336], [-7.018, -1.397, -2.492], [-4.483, 1.939, 0.956], [-4.811, -0.551, -1.507], [-1.349, 3.728, -0.163], [1.908, 3.772, -0.333], [7.394, -1.110, -0.912], [-4.823, -0.240, 1.534], [-1.276, -4.020, -0.114], [-7.894, -0.144, -1.614], [-5.691, 0.703, -0.633], [3.251, -0.908, -3.358], [6.883, -2.373, 0.205], [0.246, -3.922, 0.799], [-1.322, -3.755, 1.626], [-2.958, 3.078, 2.529], [-8.336, -1.839, -1.405], [-7.017, -1.047, 0.544], [-1.905, 2.797, -1.574], [1.753, -1.026, -2.421], [-3.055, 2.502, 0.104], [-0.382, 3.676, -1.629], [3.513, 0.617, 3.167], [-3.939, -1.476, 0.617], [1.960, 3.146, -1.979], [1.982, -0.013, 2.540]], "lumo_energy_ev": 0.77, "orbital_gap_ev": 7.98, "e_tot_ha": -1154.0024, "homo_ha": -0.265, "smiles": "CCCCN(CC)c1nc(C)nc2c1c(C)c(C)n2-c1c(C)cc(C)cc1C"}


{"formula": "C4H2OS", "method": "ωB97M-V/def2-TZVPD", "species": ["S", "O", "C", "C", "C", "C", "H", "H"], "xyz": [[-2.544, 0.553, 0.141], [-0.143, -1.439, 0.280], [-0.808, 0.734, -0.215], [0.949, -0.580, 0.149], [-1.242, -0.612, -0.128], [0.585, 0.747, -0.107], [1.878, -0.979, 0.086], [1.325, 1.577, -0.206]], "lumo_energy_ev": [-0.35, -0.35], "orbital_gap_ev": [7.45, 7.45], "e_tot_ha": -626.8554, "homo_ha": [-0.287, -0.287], "smiles": "c1cc2c(o1)S2"}


{"formula": "C5H14", "method": "ωB97M-V/def2-TZVPD", "species": ["C", "C", "C", "C", "C", "H", "H", "H", "H", "H", "H", "H", "H", "H", "H", "H", "H", "H", "H"], "xyz": [[0.855, 0.814, 1.276], [-1.626, -1.742, -1.439], [-1.806, -0.264, -1.027], [1.313, 1.985, 0.570], [1.389, -0.689, 0.767], [0.794, 2.828, 1.097], [1.218, 0.821, 2.309], [-0.220, 0.645, 1.157], [-0.922, 0.315, -1.292], [-2.681, 0.178, -1.488], [-1.077, -1.835, -2.376], [0.943, -0.823, -0.220], [2.393, 2.119, 0.562], [-1.111, -2.321, -0.666], [-2.593, -2.242, -1.503], [2.477, -0.612, 0.712], [1.004, -1.399, 1.489], [-1.930, -0.280, 0.058], [0.860, 2.127, -0.421]], "lumo_energy_ev": [-3.06, -10.44], "orbital_gap_ev": [12.27, 4.89], "e_tot_ha": -198.4813, "s_squared": 0.75, "multiplicity": 2, "homo_ha": [-0.563, -0.563], "charge": 1}


{"formula": "C5H15NO2", "method": "ωB97M-V/def2-TZVPD", "species": ["O", "O", "N", "C", "C", "C", "C", "C", "H", "H", "H", "H", "H", "H", "H", "H", "H", "H", "H", "H", "H", "H", "H"], "xyz": [[-1.230, 2.792, -3.745], [1.488, -5.647, -0.376], [-0.173, 1.355, -1.024], [-0.353, 0.479, 0.008], [0.275, 0.788, 1.211], [0.167, -0.191, 2.364], [-1.094, -0.757, -0.386], [1.139, 1.953, 1.535], [2.183, 1.716, 1.736], [-0.645, -0.889, 2.147], [1.063, -0.801, 2.405], [-0.396, -1.602, -0.384], [-1.174, 2.660, -2.812], [-0.188, 0.898, -1.926], [-0.022, 0.435, 3.232], [0.416, 2.168, -0.889], [1.077, -5.484, -1.251], [-1.482, -0.686, -1.399], [1.144, 2.758, 0.777], [0.731, -5.621, 0.220], [-1.745, 2.035, -4.111], [0.726, 2.556, 2.350], [-1.908, -0.915, 0.318]], "lumo_energy_ev": [-3.35, -6.91], "orbital_gap_ev": [10.52, 6.97], "e_tot_ha": -404.4393, "s_squared": 0.76, "multiplicity": 2, "homo_ha": [-0.510, -0.510], "charge": 1}


{"formula": "C9H17NO6", "method": "ωB97M-V/def2-TZVPD", "species": ["O", "O", "O", "O", "O", "O", "N", "C", "C", "C", "C", "C", "C", "C", "C", "C", "H", "H", "H", "H", "H", "H", "H", "H", "H", "H", "H", "H", "H", "H", "H", "H", "H"], "xyz": [[0.365, -1.428, -0.606], [-1.155, 2.265, -1.287], [2.388, -0.376, -0.904], [-2.959, 0.137, 1.395], [2.547, 0.797, 2.037], [3.149, -1.288, 1.218], [-2.567, 0.591, -0.826], [-1.351, 0.033, -0.298], [3.542, -0.702, -0.037], [-0.579, 1.364, -0.260], [-2.539, 1.929, -1.455], [-3.658, 0.511, 0.194], [-0.740, -0.947, -1.305], [1.610, -1.476, -1.375], [3.111, -0.478, 2.430], [-1.762, -0.555, 1.037], [-1.500, -1.663, -1.561], [4.054, -0.210, 2.939], [4.103, 0.225, 0.138], [1.377, -1.434, -2.478], [1.985, -2.411, -0.987], [-0.980, -0.420, 1.821], [-3.014, 2.766, -0.783], [2.063, 0.749, 1.277], [0.399, 1.302, -0.462], [-0.698, 1.807, 0.781], [-4.149, 1.439, 0.430], [-0.454, -0.395, -2.240], [-4.429, -0.289, 0.059], [4.228, -1.348, -0.630], [-2.090, -1.570, 1.020], [2.618, -0.978, 3.159], [-2.915, 2.057, -2.438]], "lumo_energy_ev": 0.87, "orbital_gap_ev": 9.63, "e_tot_ha": -859.1697, "homo_ha": -0.322, "smiles": "OCOCOCOCC12COCN1COC2"}


{"formula": "C6H8O2", "method": "ωB97M-V/def2-TZVPD", "species": ["O", "O", "C", "C", "C", "C", "C", "C", "H", "H", "H", "H", "H", "H", "H", "H"], "xyz": [[2.181, 0.975, -0.313], [-1.978, -0.682, 0.866], [-1.618, 0.399, -1.244], [0.121, 1.084, 1.863], [0.073, 0.481, 0.666], [1.321, 0.155, -0.036], [1.453, -1.367, -0.409], [-1.218, -0.043, 0.141], [2.004, -1.420, -1.352], [1.064, 1.404, 2.296], [2.034, -1.845, 0.385], [-2.297, 1.253, -1.158], [0.526, -1.927, -0.539], [-0.752, 0.696, -1.840], [-2.124, -0.423, -1.755], [-0.789, 1.260, 2.430]], "lumo_energy_ev": 0.26, "orbital_gap_ev": 10.09, "e_tot_ha": -383.8672, "homo_ha": -0.361, "smiles": "C=C(C(C)=O)C(C)=O"}